No. 1
Below is a structure of composition C21H47BrN2O3Si2, with properties calculated with ωB97M-V/def2-TZVPD.

Calculated values
Spin multiplicity: 3
Kohn-Sham gap (alpha / beta), eV: 9.0 / 9.3
Max |F|, eV Å⁻¹: 2.97

Cartesian coordinates (Å):
C -4.54 -7.88 3.17
C -4.88 -6.44 3.65
C -5.04 -5.51 2.39
Br -4.46 -3.66 2.78
Si -6.92 -5.50 1.96
O -7.56 -7.07 2.15
Si -8.86 -7.20 3.24
H -3.51 -7.92 2.79
H -5.23 -8.17 2.37
H -4.67 -8.59 4.00
H -4.07 -6.05 4.27
H -5.83 -6.48 4.20
H -4.53 -5.93 1.50
H -7.02 -5.15 0.53
H -7.65 -4.46 2.69
H -9.78 -8.22 2.68
H -9.56 -5.94 3.48
H -8.45 -7.72 4.57
C 0.87 0.27 2.43
C 0.64 0.14 0.91
C -0.64 0.90 0.52
C -1.92 0.19 0.95
C -1.93 -1.25 0.44
C -0.68 -2.04 0.83
N 0.57 -1.30 0.53
O 0.79 -1.38 -0.76
C -0.73 -2.40 2.33
C -0.72 -3.40 0.12
C 1.85 0.84 0.29
H 1.61 -0.46 2.78
H 1.26 1.26 2.68
H -0.03 0.16 3.03
H -0.66 1.04 -0.56
H -0.61 1.90 0.96
H -2.03 0.22 2.04
H -2.78 0.73 0.55
H -2.82 -1.76 0.82
H -2.03 -1.23 -0.65
H 0.21 -2.83 2.66
H -1.51 -3.14 2.52
H -0.97 -1.56 2.98
H -0.79 -3.30 -0.96
H -1.59 -3.97 0.45
H 0.17 -3.99 0.35
H 2.77 0.32 0.53
H 1.93 1.86 0.66
H 1.77 0.92 -0.80
C 5.42 3.92 -4.24
C 4.11 3.73 -3.44
C 2.98 4.51 -4.11
C 3.08 6.02 -3.89
C 3.20 6.34 -2.40
C 4.34 5.57 -1.71
N 4.31 4.12 -2.02
O 3.36 3.57 -1.31
C 5.70 6.18 -2.11
C 4.25 5.83 -0.20
C 3.81 2.22 -3.57
H 6.28 3.59 -3.66
H 5.40 3.33 -5.15
H 5.59 4.95 -4.56
H 2.01 4.17 -3.72
H 2.96 4.30 -5.18
H 3.93 6.43 -4.44
H 2.19 6.51 -4.29
H 3.35 7.42 -2.27
H 2.25 6.10 -1.92
H 6.52 5.56 -1.75
H 5.82 7.17 -1.68
H 5.82 6.32 -3.19
H 3.29 5.55 0.22
H 4.39 6.89 0.01
H 5.03 5.28 0.34
H 4.59 1.63 -3.09
H 3.77 1.94 -4.62
H 2.85 1.95 -3.13

Charge distribution, Löwdin scheme, values in e:
1 C -0.11
2 C -0.35
3 C -0.79
4 Br 0.64
5 Si 0.47
6 O -0.50
7 Si 0.53
8 H 0.08
9 H 0.06
10 H 0.08
11 H 0.09
12 H 0.08
13 H 0.06
14 H -0.02
15 H -0.03
16 H -0.07
17 H -0.07
18 H -0.07
19 C -0.04
20 C -0.49
21 C -0.13
22 C -0.18
23 C -0.14
24 C -0.49
25 N -0.07
26 O -0.02
27 C -0.05
28 C -0.04
29 C -0.04
30 H 0.09
31 H 0.08
32 H 0.06
33 H 0.12
34 H 0.13
35 H 0.10
36 H 0.11
37 H 0.09
38 H 0.13
39 H 0.09
40 H 0.03
41 H 0.06
42 H 0.08
43 H 0.08
44 H 0.09
45 H 0.09
46 H 0.08
47 H 0.07
48 C -0.04
49 C -0.49
50 C -0.13
51 C -0.18
52 C -0.13
53 C -0.49
54 N -0.07
55 O -0.02
56 C -0.04
57 C -0.04
58 C -0.04
59 H 0.09
60 H 0.08
61 H 0.06
62 H 0.12
63 H 0.13
64 H 0.10
65 H 0.11
66 H 0.12
67 H 0.12
68 H 0.09
69 H 0.08
70 H 0.06
71 H 0.08
72 H 0.08
73 H 0.09
74 H 0.09
75 H 0.09
76 H 0.07

=====

No. 2
Below is the molecule C6H10O, with properties calculated with ωB97M-V/def2-TZVPD.

Calculated values
Spin multiplicity: 1
Kohn-Sham gap, eV: 9.3
Max |F|, eV Å⁻¹: 1.95

Cartesian coordinates (Å):
O 0.90 -0.83 1.25
C 1.29 -0.53 -0.12
C 0.24 -1.26 -0.88
C -1.12 -0.65 0.61
C -1.31 0.78 0.13
C -0.04 1.53 -0.25
C 1.15 0.95 -0.41
H 1.07 -0.09 1.85
H 2.32 -0.89 -0.16
H 0.44 -2.34 -1.03
H -0.04 -0.83 -1.87
H -1.17 -0.65 1.74
H -1.79 -1.40 0.28
H -1.92 0.70 -0.78
H -1.87 1.40 0.85
H -0.15 2.60 -0.44
H 2.01 1.51 -0.76

Charge distribution, natural (NBO) scheme, values in e:
1 O -0.71
2 C -0.01
3 C -0.43
4 C -0.25
5 C -0.50
6 C -0.16
7 C -0.24
8 H 0.47
9 H 0.20
10 H 0.20
11 H 0.20
12 H 0.19
13 H 0.19
14 H 0.23
15 H 0.21
16 H 0.21
17 H 0.22

=====

No. 3
Below is the molecule C4H11NS, with properties calculated with ωB97M-V/def2-TZVPD.

Calculated values
Spin multiplicity: 1
Kohn-Sham gap, eV: 9.9
Max |F|, eV Å⁻¹: 0.65
SMILES string: CNCCCS

Cartesian coordinates (Å):
C 1.15 1.04 1.88
N 0.56 0.98 0.55
C -0.63 0.13 0.54
C -1.17 -0.08 -0.86
C -0.15 -0.57 -1.89
S 0.79 -2.04 -1.38
H 0.37 1.16 2.63
H 1.70 0.13 2.13
H 1.83 1.89 1.95
H 1.25 0.52 -0.04
H -0.42 -0.81 1.08
H -1.38 0.66 1.13
H -2.07 -0.70 -0.81
H -1.48 0.91 -1.19
H -0.65 -0.80 -2.82
H 0.54 0.25 -2.08
H -0.25 -2.65 -0.81

Charge distribution, natural (NBO) scheme, values in e:
1 C -0.41
2 N -0.63
3 C -0.22
4 C -0.42
5 C -0.52
6 S -0.05
7 H 0.19
8 H 0.17
9 H 0.20
10 H 0.35
11 H 0.16
12 H 0.19
13 H 0.21
14 H 0.22
15 H 0.22
16 H 0.22
17 H 0.12

=====

No. 4
Below is a structure of composition C3H2O3Rh, with properties calculated with ωB97M-V/def2-TZVPD.

Calculated values
Spin multiplicity: 5
Charge: -1
Kohn-Sham gap (alpha / beta), eV: 5.1 / 5.8
Max |F|, eV Å⁻¹: 5.95

Cartesian coordinates (Å):
C -0.15 0.99 1.68
C 0.75 0.18 0.72
O 0.03 -0.39 -0.36
C 0.34 -0.04 -1.69
O -0.53 -0.56 -2.41
O -1.35 0.91 1.36
Rh -1.87 -1.31 -0.88
H 1.25 -0.64 1.27
H 1.53 0.86 0.31

Charge distribution, natural (NBO) scheme, values in e:
1 C 0.41
2 C -0.19
3 O -0.68
4 C 0.30
5 O -0.78
6 O -0.44
7 Rh -0.05
8 H 0.21
9 H 0.22

=====

No. 5
Below is a structure of composition C4H4Br12, with properties calculated with ωB97M-V/def2-TZVPD.

Calculated values
Spin multiplicity: 1
Kohn-Sham gap, eV: 9.7
Max |F|, eV Å⁻¹: 3.57

Cartesian coordinates (Å):
C -2.25 -1.29 -4.46
Br -2.89 -0.67 -6.22
Br -3.25 -0.62 -2.90
Br -0.42 -0.94 -4.05
H -2.27 -2.30 -4.44
C 1.60 3.79 0.40
Br 1.49 4.50 -1.38
Br 0.65 4.87 1.61
Br 3.48 3.67 0.93
H 1.33 2.80 0.28
C 0.82 -2.85 4.50
Br 0.19 -4.61 4.30
Br 2.67 -2.63 4.04
Br 0.59 -2.27 6.33
H 0.23 -2.13 3.83
C -0.43 0.07 -0.67
Br -1.09 1.72 -1.29
Br -1.05 -0.27 1.12
Br 1.45 0.03 -0.71
H -0.83 -0.87 -1.22

Charge distribution, natural (NBO) scheme, values in e:
1 C -0.42
2 Br 0.10
3 Br 0.07
4 Br 0.09
5 H 0.18
6 C -0.47
7 Br 0.07
8 Br 0.13
9 Br 0.05
10 H 0.20
11 C -0.54
12 Br 0.12
13 Br 0.10
14 Br 0.08
15 H 0.25
16 C -0.58
17 Br 0.14
18 Br 0.06
19 Br 0.11
20 H 0.27

=====

No. 6
Below is a structure of composition C16H37N5PtSbSe, with properties calculated with ωB97M-V/def2-TZVPD.

Calculated values
Spin multiplicity: 1
Charge: +1
Kohn-Sham gap, eV: 4.5
Max |F|, eV Å⁻¹: 2.37

Cartesian coordinates (Å):
Pt -1.42 -0.60 0.77
N -3.47 -1.45 0.29
C -3.72 -0.77 -1.01
C -3.85 -1.75 -2.17
C -2.71 -2.76 -2.27
C -1.31 -2.16 -2.28
N -0.74 -2.03 -0.92
H -3.38 -2.45 0.16
H -4.20 -1.27 0.96
H -2.90 -0.08 -1.21
H -4.63 -0.17 -0.95
H -3.89 -1.16 -3.09
H -4.80 -2.29 -2.09
H -2.86 -3.33 -3.19
H -2.77 -3.50 -1.46
H -1.33 -1.17 -2.75
H -0.65 -2.79 -2.89
H 0.25 -1.78 -0.98
H -0.77 -2.93 -0.46
C -1.23 2.23 3.79
Sb -2.36 1.24 2.28
C -3.19 2.93 1.27
C -4.09 0.59 3.36
H -1.88 2.93 4.32
H -0.41 2.78 3.33
H -0.83 1.51 4.49
H -3.75 3.53 1.98
H -3.86 2.59 0.48
H -2.39 3.52 0.83
H -4.37 1.33 4.11
H -3.88 -0.36 3.84
H -4.92 0.46 2.66
Se 2.32 -2.78 0.60
C 3.87 -2.43 -0.44
C 5.12 -2.31 0.16
C 6.22 -2.06 -0.64
N 6.14 -1.91 -1.95
C 4.95 -2.01 -2.53
C 3.78 -2.28 -1.82
H 5.22 -2.42 1.23
H 7.21 -1.97 -0.21
H 4.92 -1.87 -3.60
H 2.83 -2.36 -2.33
C 2.56 1.25 -1.12
C 1.87 2.10 -0.04
C 2.78 2.26 1.18
C 1.51 3.47 -0.61
N 0.58 1.51 0.39
N 0.68 0.16 0.86
H 3.36 1.82 -1.58
H 1.85 0.97 -1.90
H 3.01 0.35 -0.71
H 3.70 2.75 0.88
H 3.03 1.30 1.62
H 2.29 2.88 1.93
H 2.42 4.01 -0.90
H 0.98 4.06 0.13
H 0.88 3.38 -1.50
H -0.06 1.53 -0.39
H 1.03 0.16 1.81
H 1.32 -0.43 0.29

Charge distribution, natural (NBO) scheme, values in e:
1 Pt 0.56
2 N -0.79
3 C -0.24
4 C -0.42
5 C -0.42
6 C -0.23
7 N -0.86
8 H 0.41
9 H 0.41
10 H 0.20
11 H 0.22
12 H 0.23
13 H 0.22
14 H 0.25
15 H 0.19
16 H 0.20
17 H 0.23
18 H 0.43
19 H 0.41
20 C -0.96
21 Sb 1.27
22 C -0.97
23 C -0.99
24 H 0.25
25 H 0.25
26 H 0.25
27 H 0.25
28 H 0.24
29 H 0.25
30 H 0.26
31 H 0.25
32 H 0.23
33 Se -0.54
34 C -0.14
35 C -0.31
36 C 0.04
37 N -0.44
38 C 0.04
39 C -0.32
40 H 0.22
41 H 0.19
42 H 0.19
43 H 0.20
44 C -0.65
45 C 0.10
46 C -0.63
47 C -0.61
48 N -0.50
49 N -0.65
50 H 0.24
51 H 0.20
52 H 0.24
53 H 0.24
54 H 0.22
55 H 0.21
56 H 0.24
57 H 0.21
58 H 0.21
59 H 0.36
60 H 0.41
61 H 0.43

=====

- Among the records above, which one has the lowest max |F|?
  C4H11NS